Record 1
Formula: C22H40Cl2MnN5O3
Source: the Open Molecules 2025 dataset
Level of theory: the ωB97M-V functional and the def2-TZVPD basis

## Properties
E: -3433.1182 a.u.
net charge: -1
2S+1: 6
orbital gap (spin up / spin down): 3.83 / 4.40 eV
LUMO level (spin up / spin down): 2.286 / 2.284 eV

Structure (XYZ):
```
73
Properties=species:S:1:pos:R:3:forces:R:3
O 1.468 2.392 -2.446 0.40 1.10 0.13
C 1.401 1.977 -3.645 1.28 0.94 -1.96
C 2.046 2.794 -4.657 -1.01 -1.45 1.00
C 2.684 4.002 -4.287 0.35 0.50 -0.29
H 2.630 4.325 -3.245 0.03 -0.13 -0.39
C 3.363 4.740 -5.249 -0.40 -0.37 0.26
H 3.851 5.666 -4.951 -0.02 -0.09 -0.16
C 3.400 4.303 -6.581 0.25 0.34 -0.18
H 3.911 4.901 -7.337 -0.08 -0.14 0.17
C 2.769 3.107 -6.949 -0.48 -0.52 0.43
H 2.794 2.774 -7.987 0.04 0.07 0.18
C 2.095 2.346 -5.993 0.43 0.64 -0.70
H 1.592 1.410 -6.240 0.17 0.20 -0.08
H 1.004 0.980 -3.865 0.07 0.31 -0.03
C -1.610 1.449 -3.188 -0.62 0.36 -0.42
C -0.943 0.620 -2.210 1.30 -1.13 2.28
H -2.677 1.181 -3.279 -0.01 0.11 -0.16
H -1.134 1.388 -4.175 -0.20 0.06 0.12
H -1.550 2.486 -2.844 -0.03 0.02 -0.17
C -1.320 -0.323 -1.352 -0.09 0.22 -0.21
C -2.706 -0.900 -1.164 -0.01 0.05 -0.40
H -0.612 -0.715 -0.612 -0.14 0.15 -0.34
H -3.351 -0.650 -2.013 -0.09 -0.08 0.12
H -3.171 -0.518 -0.248 0.01 0.01 -0.01
H -2.652 -1.990 -1.068 -0.11 0.01 -0.04
Mn 1.333 1.484 -0.819 -2.99 -1.06 -1.56
Cl -0.502 2.708 -0.314 -0.09 0.94 1.09
Cl 1.740 -0.502 -1.858 1.38 -0.86 0.23
C -1.905 0.512 2.345 1.74 -0.85 -1.13
O -0.950 -0.137 1.893 -1.70 1.21 1.03
N -2.580 0.186 3.473 -0.34 -0.13 0.43
C -2.262 -1.018 4.224 -0.07 0.21 0.02
C -3.664 1.009 3.982 0.30 -0.19 -0.17
H -2.288 1.436 1.859 0.23 -0.29 0.03
H -1.490 -1.586 3.698 -0.14 0.17 0.02
H -3.167 -1.625 4.347 0.13 0.00 -0.10
H -1.912 -0.749 5.230 0.06 -0.07 -0.11
H -3.811 1.854 3.303 -0.06 -0.13 0.18
H -3.419 1.384 4.985 -0.07 0.02 -0.13
H -4.589 0.421 4.052 0.08 0.15 -0.05
H 0.778 -5.831 1.097 -0.08 0.09 0.04
H 2.856 -5.518 -0.780 -0.09 0.05 -0.10
C 0.273 -5.140 0.409 0.14 -0.01 -0.13
C 2.095 -4.878 -1.251 0.00 0.25 0.25
N 1.229 -4.273 -0.251 -0.14 -0.44 -0.01
H -0.448 -4.533 0.960 0.13 -0.07 -0.09
C 1.472 -3.026 0.222 -0.12 0.72 0.36
O 0.889 -2.489 1.157 0.56 -0.72 -0.56
H 2.597 -4.084 -1.815 -0.14 -0.22 0.05
H 2.257 -2.509 -0.367 -0.34 -0.12 0.16
H -0.234 -5.747 -0.348 -0.07 0.13 0.10
H 1.500 -5.501 -1.930 0.10 0.21 0.03
C 1.264 2.631 2.507 -0.26 0.13 -0.08
N 1.883 1.347 2.760 0.32 -0.21 0.24
C 1.456 0.640 3.951 -0.09 -0.07 0.19
C 2.703 0.779 1.847 0.07 0.28 -1.26
N 2.692 1.141 0.571 0.59 -0.58 1.75
N 3.591 -0.167 2.274 0.19 -0.35 0.37
C 4.185 -0.116 3.599 0.04 0.06 -0.02
C 4.331 -0.943 1.293 -0.14 -0.08 -0.20
H 1.245 3.207 3.444 0.11 -0.10 -0.17
H 0.237 2.508 2.134 0.35 0.13 0.01
H 1.856 3.158 1.754 -0.29 0.00 0.15
H 1.454 -0.443 3.784 -0.06 0.28 -0.01
H 2.095 0.883 4.812 -0.13 -0.10 -0.03
H 0.440 0.958 4.211 0.11 -0.14 -0.25
H 3.450 0.660 0.083 -0.40 0.37 0.00
H 5.230 -0.422 3.519 -0.06 0.11 0.07
H 4.158 0.902 3.989 -0.02 -0.10 0.06
H 3.683 -0.796 4.295 0.10 0.11 0.06
H 3.644 -1.522 0.660 0.27 0.27 0.15
H 4.950 -0.291 0.656 0.03 -0.26 0.08
H 4.997 -1.627 1.827 -0.22 0.06 -0.17
```
Positions in Å, forces in eV/Å.

Atomic partial charges in e from the Löwdin method, atoms 1 to 6: atom 1 (O): -0.33, atom 2 (C): -0.31, atom 3 (C): -0.22, atom 4 (C): -0.05, atom 5 (H): 0.10, atom 6 (C): -0.13

=====

Record 2
Formula: C22H41BN7O6
Source: the Open Molecules 2025 dataset
Level of theory: the ωB97M-V functional and the def2-TZVPD basis

## Properties
E: -1722.4216 a.u.
net charge: +1
orbital gap: 6.90 eV
LUMO level: -3.724 eV

Structure (XYZ):
```
77
Properties=species:S:1:pos:R:3:forces:R:3
C 5.326 -1.305 1.358 0.19 0.27 0.35
C 4.167 -0.424 1.843 -0.27 0.12 -0.04
B 2.818 -0.705 1.095 0.36 -0.12 0.04
O 2.354 -1.935 0.819 -0.47 0.24 0.36
N 1.929 0.481 0.702 -0.18 -0.14 -0.46
C 1.757 1.401 1.686 0.07 0.00 -0.07
C 0.999 2.510 1.493 -0.10 0.07 -0.03
C 0.408 2.715 0.243 -0.18 0.00 0.27
C -0.377 3.986 0.071 0.10 0.19 -0.37
O 0.089 4.948 -0.469 -0.17 -0.09 0.19
O -1.597 3.919 0.627 0.37 0.03 0.32
C 0.593 1.797 -0.767 0.47 -0.50 -0.20
N 0.029 1.938 -2.058 -0.89 1.12 0.08
C -1.417 1.660 -2.069 0.07 -0.22 0.08
C 0.537 3.049 -2.777 0.32 -0.34 0.02
C -0.418 3.920 -3.532 -0.03 -0.11 -0.13
O 1.729 3.239 -2.763 0.12 0.19 0.17
C 1.358 0.647 -0.525 0.19 -0.27 0.55
C 1.560 -0.352 -1.611 -0.17 0.26 -0.41
C 2.599 0.119 -2.647 0.17 -0.29 -0.07
C 4.053 0.011 -2.150 -0.52 0.36 -0.12
C 4.623 1.317 -1.609 -0.22 0.03 -0.28
N 4.976 2.206 -2.708 -0.04 -0.04 0.05
C 5.422 3.498 -2.421 0.18 0.00 0.00
N 4.949 4.480 -3.069 -0.13 0.03 0.05
N 6.449 3.594 -1.468 -0.37 -0.11 0.17
H 5.125 -2.368 1.473 -0.05 -0.07 -0.15
H 6.216 -1.091 1.949 0.02 -0.05 0.02
H 5.580 -1.078 0.326 -0.06 -0.18 -0.14
H 4.442 0.629 1.757 0.04 0.03 -0.01
H 3.994 -0.593 2.913 0.07 -0.04 0.06
H 2.769 -2.626 1.349 0.24 -0.13 -0.29
H 2.237 1.207 2.633 0.09 -0.08 -0.03
H 0.869 3.220 2.296 -0.02 0.01 0.02
H -1.915 4.829 0.744 -0.18 -0.02 -0.25
H -2.009 2.408 -1.535 0.03 0.08 0.00
H -1.771 1.592 -3.093 0.02 -0.02 -0.06
H -1.550 0.690 -1.592 -0.17 0.02 -0.10
H -1.192 4.318 -2.877 -0.02 -0.04 0.01
H -0.902 3.362 -4.332 -0.03 0.03 -0.05
H 0.162 4.737 -3.947 -0.02 0.03 -0.08
H 0.597 -0.455 -2.109 -0.03 -0.03 0.05
H 1.814 -1.333 -1.236 0.07 -0.03 0.16
H 2.476 -0.531 -3.513 -0.04 -0.03 -0.02
H 2.361 1.128 -2.980 0.06 0.01 0.03
H 4.070 -0.741 -1.358 0.27 -0.21 -0.07
H 4.668 -0.317 -2.986 0.24 -0.15 0.18
H 3.867 1.796 -0.966 0.12 0.01 0.24
H 5.509 1.086 -1.019 0.05 0.07 0.11
H 4.209 2.302 -3.364 0.04 0.02 -0.08
H 5.445 5.335 -2.833 0.06 0.03 -0.09
H 6.697 2.727 -1.019 0.06 -0.03 -0.03
H 6.239 4.299 -0.776 0.24 0.13 -0.05
C -3.279 -2.896 -1.251 0.04 0.04 -0.08
C -2.261 -2.048 -0.530 -0.07 -0.07 -0.08
O -1.457 -1.350 -1.150 0.09 -0.01 0.20
N -2.266 -2.080 0.816 -0.03 -0.09 -0.07
C -3.150 -2.841 1.693 0.35 0.21 0.06
H -3.144 -2.758 -2.319 0.03 0.02 0.00
H -3.145 -3.951 -1.010 -0.06 -0.01 0.03
H -4.291 -2.601 -0.976 -0.01 -0.06 0.03
H -1.563 -1.496 1.240 -0.01 0.01 0.02
H -3.706 -2.170 2.342 -0.11 -0.04 -0.01
H -2.561 -3.522 2.309 -0.06 -0.06 -0.02
H -3.863 -3.414 1.118 -0.05 0.02 -0.01
C -7.858 -4.435 2.409 0.04 0.03 -0.05
C -6.848 -3.631 3.192 -0.04 0.02 -0.05
O -6.002 -2.943 2.635 -0.04 -0.06 0.05
N -6.911 -3.695 4.543 -0.02 -0.04 0.01
C -7.840 -4.450 5.365 0.14 0.13 0.04
H -7.675 -4.274 1.351 0.02 0.02 0.00
H -7.765 -5.499 2.627 -0.05 -0.01 0.02
H -8.875 -4.117 2.643 -0.02 -0.05 0.02
H -6.215 -3.135 5.008 -0.01 0.01 0.01
H -8.412 -3.781 6.008 -0.05 -0.02 -0.01
H -7.302 -5.158 5.997 -0.03 -0.04 -0.01
H -8.532 -5.003 4.741 -0.02 -0.01 -0.01
```
Positions in Å, forces in eV/Å.

Atomic partial charges in e from the Löwdin method, atoms 1 to 6: atom 1 (C): -0.08, atom 2 (C): -0.14, atom 3 (B): -0.48, atom 4 (O): 0.22, atom 5 (N): 0.16, atom 6 (C): 0.00

=====

Record 3
Formula: C22H41BrMnNOP3
Source: the Open Molecules 2025 dataset
Level of theory: the ωB97M-V functional and the def2-TZVPD basis

## Properties
E: -5740.9388 a.u.
net charge: +3
2S+1: 5
energy relative to the best compared isomer or geometry (same formula, charge and spin): 33.85 kJ/mol
orbital gap (spin up / spin down): 7.05 / 4.74 eV
LUMO level (spin up / spin down): -9.373 / -11.656 eV

Structure (XYZ):
```
70
Properties=species:S:1:pos:R:3:forces:R:3
Mn 0.099 0.440 -0.608 1.24 0.72 1.53
P 0.397 1.930 1.469 -0.51 -0.29 -0.11
P 1.657 -1.239 0.285 -0.51 0.22 -0.39
P -2.695 -1.272 1.232 0.04 -0.23 0.06
H -4.767 1.785 -6.212 -0.35 0.18 0.49
C -5.377 1.856 -5.299 0.13 0.13 0.19
C -5.195 2.789 -4.357 -0.33 -0.33 -0.32
H -4.471 3.608 -4.409 -0.15 -0.40 -0.15
C 1.106 3.525 0.924 -0.13 -0.12 -0.07
C 1.293 1.554 3.032 -0.10 0.06 -0.19
C -1.315 2.370 1.992 0.09 0.12 -0.11
C 1.447 -2.844 -0.553 0.14 -0.16 -0.09
C 3.434 -0.872 0.125 0.00 0.01 0.08
C 1.392 -1.584 2.059 0.00 -0.31 0.01
C -4.375 -0.706 1.129 -0.31 0.21 0.00
C -2.143 -1.310 2.940 0.04 0.01 0.55
C -2.542 -2.905 0.499 0.19 -0.36 -0.29
H -6.187 1.114 -5.199 0.46 0.39 -0.07
H -5.849 2.786 -3.479 0.16 0.30 -0.50
H 0.525 3.894 0.065 0.23 -0.02 0.25
H 2.154 3.395 0.622 -0.30 0.19 0.18
H 1.046 4.241 1.756 0.04 -0.12 -0.28
H 2.316 1.215 2.785 -0.44 0.23 0.27
H 0.757 0.768 3.595 0.35 0.44 -0.20
H 1.350 2.473 3.640 -0.01 -0.38 -0.17
H -1.948 2.430 1.085 0.36 0.12 0.65
H -1.287 3.348 2.501 -0.22 -0.42 -0.07
H -1.718 1.599 2.673 0.18 0.47 -0.21
H 2.093 -3.601 -0.091 -0.14 0.08 -0.11
H 1.728 -2.749 -1.611 -0.05 0.01 0.28
H 0.408 -3.192 -0.514 0.20 0.08 0.05
H 4.000 -1.811 0.199 -0.07 0.27 0.03
H 3.748 -0.196 0.931 -0.03 -0.16 -0.19
H 3.643 -0.391 -0.835 0.02 -0.23 0.15
H 1.849 -2.553 2.298 -0.13 0.20 0.08
H 0.315 -1.620 2.286 0.51 -0.06 -0.13
H 1.845 -0.813 2.692 -0.08 -0.35 -0.30
H -4.976 -1.195 1.902 0.01 0.04 -0.14
H -4.793 -0.903 0.138 0.08 -0.10 0.17
H -4.386 0.375 1.281 -0.09 -0.02 0.15
H -3.040 -1.386 3.571 0.23 -0.01 -0.09
H -1.605 -0.398 3.228 -0.20 -0.23 -0.14
H -1.498 -2.175 3.157 -0.32 0.24 -0.20
H -3.412 -3.513 0.799 0.26 0.23 -0.01
H -1.628 -3.427 0.817 -0.28 0.27 0.05
H -2.530 -2.843 -0.596 -0.14 0.04 0.24
C -2.545 1.013 -1.577 1.49 0.20 1.72
C -2.458 -0.313 -2.112 -0.56 -0.52 -0.50
C -3.591 -0.905 -2.658 1.13 -0.08 -0.14
C -4.843 -0.296 -2.450 -0.30 0.12 -0.22
C -4.926 1.012 -1.927 0.14 0.52 -0.29
C -3.776 1.704 -1.576 -1.37 0.03 -0.27
O -1.547 1.542 -0.903 -0.96 -0.97 -1.75
H -1.973 -0.291 0.503 0.07 -0.56 0.38
H -1.502 -0.863 -2.073 -0.28 0.30 -0.34
H -3.496 -1.798 -3.295 -0.19 0.21 0.75
H -5.759 -0.837 -2.731 0.46 0.37 0.00
H -5.906 1.500 -1.964 0.49 -0.22 0.46
H -3.765 2.754 -1.277 -0.17 -0.33 -0.03
Br 5.113 2.957 -1.962 -0.91 -0.35 -0.36
C 3.459 2.206 -2.599 0.79 0.62 0.58
C 3.186 2.096 -3.952 -0.06 -0.34 -0.15
C 2.003 1.473 -4.343 -0.13 0.17 0.16
C 1.109 1.032 -3.378 0.83 0.15 0.32
N 1.386 1.157 -2.051 0.07 0.40 -0.76
C 2.538 1.777 -1.664 -0.70 -0.68 -0.85
H 3.905 2.456 -4.677 -0.06 -0.03 -0.05
H 1.755 1.331 -5.388 0.10 0.10 0.04
H 0.183 0.554 -3.707 0.19 0.11 0.45
H 2.737 1.897 -0.607 -0.12 -0.19 -0.09
```
Positions in Å, forces in eV/Å.

Atomic partial charges in e from the Löwdin method, atoms 1 to 6: atom 1 (Mn): 0.47, atom 2 (P): 0.81, atom 3 (P): 0.77, atom 4 (P): 0.91, atom 5 (H): 0.06, atom 6 (C): -0.05

=====

Record 4
Formula: C22H41Cl10N3
Source: the Open Molecules 2025 dataset
Level of theory: the ωB97M-V functional and the def2-TZVPD basis

## Properties
E: -5629.0739 a.u.
SMILES: CCCC#N.CCCC#N.CCCC#N.ClCCCl.ClCCCl.ClCCCl.ClCCCl.ClCCCl
energy relative to the best compared isomer or geometry (same formula, charge and spin): 0.00 kJ/mol
orbital gap: 11.05 eV
LUMO level: 0.373 eV

Structure (XYZ):
```
76
Properties=species:S:1:pos:R:3:forces:R:3
Cl 5.740 -3.759 0.338 0.12 -0.04 -0.13
C 5.395 -2.201 1.136 0.05 -0.01 0.43
C 3.902 -1.971 1.008 0.38 -0.20 -0.18
Cl 3.351 -0.522 1.884 0.08 0.11 0.00
H 5.995 -1.431 0.660 -0.13 0.04 -0.15
H 5.733 -2.294 2.166 -0.18 0.00 0.04
H 3.357 -2.826 1.397 -0.07 0.02 0.04
H 3.690 -1.849 -0.049 -0.30 0.11 0.03
Cl -2.176 -1.341 -0.061 -0.10 0.00 0.10
C -0.570 -0.790 0.482 0.13 0.06 0.16
C 0.453 -0.898 -0.619 -0.02 0.87 0.34
Cl 0.168 0.385 -1.857 -0.09 -0.23 -0.16
H -0.275 -1.375 1.354 -0.05 -0.28 -0.20
H -0.661 0.240 0.819 -0.12 0.01 -0.17
H 0.470 -1.855 -1.127 0.06 -0.09 0.06
H 1.414 -0.618 -0.189 0.13 -0.39 -0.06
Cl 2.943 -2.667 -2.416 0.12 -0.26 0.07
C 2.262 -1.794 -3.792 -0.53 0.27 -0.74
C 3.035 -0.523 -4.015 0.35 0.20 0.34
Cl 2.410 0.315 -5.450 -0.12 0.13 -0.05
H 1.220 -1.548 -3.598 0.04 -0.07 0.22
H 2.271 -2.405 -4.694 0.25 -0.22 0.21
H 4.095 -0.700 -4.177 -0.01 -0.13 -0.05
H 2.927 0.131 -3.150 -0.07 0.06 -0.10
Cl -2.175 6.172 3.318 0.00 0.03 -0.04
C -1.004 5.293 2.286 0.05 0.08 0.02
C -1.689 4.090 1.691 -0.36 -0.20 -0.01
Cl -0.509 2.842 1.187 0.05 0.05 -0.01
H -0.162 5.017 2.913 0.01 -0.01 0.03
H -0.691 5.976 1.503 0.15 -0.01 0.03
H -2.266 4.365 0.815 0.04 -0.03 -0.06
H -2.349 3.595 2.398 0.03 0.09 0.11
Cl -3.142 0.386 -3.978 0.06 0.19 0.06
C -4.045 1.498 -2.888 0.02 -0.62 0.20
C -3.162 1.902 -1.721 -0.32 0.38 -0.67
Cl -4.135 2.958 -0.651 -0.04 -0.08 0.10
H -4.889 0.915 -2.531 -0.12 0.17 -0.03
H -4.381 2.341 -3.479 0.01 0.09 0.02
H -2.342 2.511 -2.091 0.22 -0.16 0.24
H -2.837 1.035 -1.162 0.17 0.05 0.08
C 0.222 -5.058 -1.425 -0.05 0.04 -0.31
C -1.243 -4.860 -1.046 0.67 0.14 0.10
C -1.528 -5.288 0.401 -0.36 0.17 -0.22
C -0.886 -4.417 1.387 -0.04 -0.19 -0.17
N -0.416 -3.720 2.166 0.19 0.17 0.10
H 0.444 -4.511 -2.344 0.04 0.04 0.06
H 0.480 -6.098 -1.635 -0.03 -0.06 0.26
H 0.871 -4.669 -0.639 0.11 -0.06 -0.06
H -1.887 -5.409 -1.731 -0.13 0.02 0.08
H -1.445 -3.795 -1.146 -0.36 -0.04 0.01
H -1.206 -6.316 0.568 -0.04 -0.03 0.08
H -2.601 -5.213 0.596 0.02 -0.19 0.04
C -3.386 0.757 3.274 -0.35 0.35 0.34
C -2.258 -0.187 3.601 0.50 -0.34 -0.09
C -2.119 -0.510 5.094 0.28 0.40 -0.07
C -3.356 -0.984 5.699 0.02 -0.13 0.03
N -4.332 -1.352 6.176 -0.15 -0.04 0.03
H -3.321 1.652 3.904 0.10 0.05 -0.18
H -4.366 0.332 3.500 0.03 -0.14 -0.17
H -3.352 1.059 2.227 -0.08 0.01 -0.02
H -1.314 0.269 3.288 0.02 -0.03 0.05
H -2.336 -1.121 3.039 -0.14 0.03 0.02
H -1.812 0.392 5.633 -0.10 -0.02 0.00
H -1.327 -1.240 5.259 -0.09 -0.12 -0.02
C 2.599 2.868 -0.501 0.59 -0.49 0.40
C 2.867 3.260 -1.950 -1.04 0.36 0.41
C 1.579 3.748 -2.651 0.42 -0.12 -1.02
C 0.729 4.576 -1.821 -0.21 0.06 0.14
N 0.065 5.240 -1.162 -0.10 0.10 0.11
H 2.563 3.728 0.167 -0.22 0.10 -0.12
H 3.403 2.232 -0.113 0.02 0.09 -0.12
H 1.685 2.291 -0.376 -0.11 0.09 -0.14
H 3.218 2.399 -2.513 0.36 0.16 -0.13
H 3.562 4.098 -1.958 0.39 -0.28 -0.21
H 1.012 2.917 -3.079 -0.17 -0.10 0.45
H 1.824 4.334 -3.546 0.12 0.06 0.21
```
Positions in Å, forces in eV/Å.

Atomic partial charges in e from the Löwdin method, atoms 1 to 6: atom 1 (Cl): 0.55, atom 2 (C): -0.65, atom 3 (C): -0.70, atom 4 (Cl): 0.57, atom 5 (H): 0.07, atom 6 (H): 0.07